(1)
{
  "formula": "C23H42FN8PS2SiTeTi",
  "method": "the ωB97M-V functional and the def2-TZVPD basis",
  "multiplicity": 3,
  "homo_energy_ev": [-5.98, -7.07],
  "symbols": ["H", "H", "C", "H", "H", "N", "H", "H", "H", "C", "C", "S", "C", "Ti", "N", "C", "H", "H", "H", "H", "H", "P", "C", "N", "H", "H", "H", "C", "H", "H", "H", "C", "N", "C", "C", "H", "H", "H", "H", "N", "N", "H", "C", "C", "H", "H", "C", "H", "H", "C", "C", "H", "H", "C", "S", "C", "H", "H", "H", "F", "Te", "N", "N", "H", "C", "C", "H", "H", "H", "C", "C", "H", "H", "C", "H", "H", "Si", "H", "C", "H"],
  "xyz": [[-0.36022, -2.82368, 1.16197], [2.01677, -1.09063, -2.32358], [3.94984, 1.60160, 3.54413], [-1.36448, 1.63067, -3.54249], [-5.33517, 2.29374, -2.51443], [2.09619, 1.26136, 1.16338], [1.56049, -0.31210, 4.62488], [-3.89574, -2.30184, 5.13642], [3.99037, 1.39339, 4.61709], [-3.01883, -0.84813, -4.11748], [4.10459, -1.00939, 0.84197], [-2.73804, 2.49968, 1.22780], [1.20896, -2.86829, -1.68294], [1.02401, -0.40583, 0.28114], [-0.23668, -2.36925, 0.26410], [3.04969, -2.89000, 1.29785], [-0.87187, -3.37859, -1.47443], [-2.71417, 0.25127, 4.93196], [-3.05748, 1.51819, -5.22674], [4.59850, -4.19357, 2.13031], [-6.10814, 0.34171, -3.67652], [-2.16892, -0.43380, -2.51053], [-3.84315, 1.38939, -4.47875], [-4.81387, 0.33410, -2.05656], [0.20177, -4.31370, -0.44974], [1.16691, -3.37703, -2.65147], [-4.05117, -1.47022, -1.32016], [-3.01878, -2.74949, 4.67606], [0.37461, -1.10227, -2.31753], [2.16956, -3.51396, 1.34568], [3.04839, 3.74503, 1.86778], [2.62344, 3.67619, 0.87490], [2.94520, -1.61089, 0.80567], [1.03553, 2.51780, 3.65860], [1.57292, 3.57189, -1.68458], [-2.29846, -0.72568, -4.93198], [2.99761, 5.73563, 0.47245], [4.27658, 2.63306, 3.40010], [1.32170, 3.55789, 3.49886], [-3.40409, 1.96632, -3.21425], [1.20387, -1.40492, -1.80599], [-4.72926, 1.93627, -4.80971], [-4.44305, 1.74181, -2.20821], [-2.12159, 1.40992, -2.78380], [0.97224, 2.34961, 4.73741], [0.03607, 2.39360, 3.23319], [1.72429, -0.41254, 3.54734], [2.04897, 5.66283, -1.82616], [-3.26704, -3.74895, 4.32549], [-5.20907, -0.19025, -3.35632], [0.01360, -3.31229, -0.84045], [4.22575, 0.02030, 0.53942], [0.78654, -0.79560, 3.12539], [1.61721, 2.47456, -0.86492], [5.37377, -1.95233, 1.47310], [2.59848, 4.80974, 0.07748], [-3.47737, -0.02813, -0.48939], [-3.31122, -1.90191, -4.10919], [-1.10033, -1.85612, 0.10491], [1.12204, 1.27908, -1.36812], [-2.40146, -1.56667, 3.00952], [-0.93808, 0.48180, 0.53204], [-4.19795, -0.02955, -4.40160], [2.49376, -1.17521, 3.41139], [2.07285, 4.77708, -1.20741], [4.28841, -3.25447, 1.70523], [-1.87430, 0.99368, 3.56178], [-5.45029, -1.25132, -3.25739], [-1.80692, 1.89923, -1.85931], [-1.68457, 1.34015, 0.83035], [-1.91472, 0.11925, 4.20646], [1.14428, 3.47692, -2.67407], [4.68409, 0.95376, 3.05818], [-3.71793, -0.43900, -1.47183], [-0.96193, -0.03229, 4.70671], [2.14294, -3.15663, -1.20065], [2.21294, 1.28405, 2.88308], [-2.20773, -2.81476, 5.39704], [2.11545, 2.43382, 0.44237], [-4.10053, 2.12610, -1.24738]],
  "mulliken_charge": [0.202, 0.298, -1.095, 0.408, 0.269, 0.363, 0.519, 0.288, 0.353, -1.260, -0.552, -0.353, -0.639, 0.556, -0.118, -1.112, 0.347, 0.478, 0.384, 0.453, 0.315, 0.844, -0.943, 0.129, 0.402, 0.446, 0.447, -1.040, -0.096, 0.403, 0.161, -0.213, 0.932, -0.942, -1.014, 0.408, 0.405, 0.337, 0.369, 0.121, -0.163, 0.317, -0.715, -0.974, 0.360, 0.162, -0.600, 0.386, 0.301, -0.920, -0.761, 0.414, -0.182, 0.238, -0.125, -1.017, 0.395, 0.427, -0.090, 0.197, 0.244, 0.050, 0.095, 0.196, -0.512, -0.312, 0.002, 0.387, 0.370, -0.203, -0.800, 0.439, 0.262, -0.965, 0.218, 0.354, 0.069, 0.323, 0.710, 0.162]
}



(2)
{
  "formula": "C23H42N2O3P2Pt",
  "method": "the ωB97M-V functional and the def2-TZVPD basis",
  "multiplicity": 5,
  "homo_energy_ev": [-11.17, -13.81],
  "total_charge": 2,
  "symbols": ["H", "C", "C", "H", "H", "C", "H", "H", "C", "H", "O", "H", "H", "N", "C", "C", "C", "H", "H", "C", "H", "C", "C", "H", "C", "H", "P", "H", "C", "H", "H", "C", "C", "H", "H", "H", "C", "H", "H", "H", "H", "H", "C", "H", "C", "H", "P", "H", "H", "H", "H", "O", "C", "C", "C", "H", "H", "H", "H", "C", "N", "H", "C", "H", "H", "H", "H", "H", "H", "C", "Pt", "H", "O"],
  "xyz": [[5.12778, 1.82017, -2.81087], [-0.88354, 1.82604, -0.30367], [-1.48838, 2.86674, -3.98591], [-3.46393, -5.97703, 1.44938], [2.51333, -0.51421, 2.80738], [2.69232, 3.14794, -3.65061], [-0.99541, -4.18773, 3.85392], [-3.65783, 0.10826, 4.00531], [0.39176, 0.98157, -4.82011], [-1.25274, 2.12656, 0.69312], [-4.66230, -2.11884, 4.15400], [1.42878, 0.62253, -4.81885], [-1.39138, 2.46600, -1.04698], [-1.26398, -1.07316, 2.18342], [2.36823, 0.28970, 0.00983], [-3.52806, -4.11122, 2.48186], [4.84421, 2.58296, -2.07708], [0.83857, -1.61602, -2.36942], [1.63578, -2.08957, 2.70569], [-1.68337, -2.38035, 2.04892], [5.30754, 2.35353, -1.11125], [2.24002, -0.45608, -1.27352], [-1.77737, -3.54979, 4.29035], [-0.85970, -1.63577, -0.92939], [-2.54139, -4.31357, 5.35964], [-2.32427, 2.19798, -3.74809], [0.05007, 2.10371, -3.40510], [-1.26733, -2.68348, 4.74194], [0.62880, 2.11660, -0.41127], [-4.33554, -4.34198, 3.19085], [0.19476, 1.55460, -5.73404], [0.82314, -0.64039, -1.85992], [-1.19991, 0.39861, -0.52856], [-1.90704, -5.12088, 1.52890], [-1.64013, 3.83781, -3.49873], [-2.54527, -5.99585, 2.96052], [-2.63443, -3.00764, 3.11051], [3.57629, 4.94224, -1.78060], [3.10105, 2.36036, -4.31231], [5.16133, 3.57377, -2.42593], [0.76070, 3.20088, -0.33590], [-2.24566, 0.14630, -0.33512], [1.22872, 3.44301, -3.96111], [1.86624, 4.71048, -1.30288], [2.88337, 4.31343, -1.20624], [0.67260, 0.06661, -2.68917], [3.03103, 2.60163, -1.85536], [-3.49994, -3.84032, 5.58635], [2.61965, -1.47204, -1.08008], [0.89556, 1.77996, -1.44265], [2.06689, 1.99226, 1.28421], [-1.23823, -3.04660, 1.09977], [-0.37175, -0.64902, -0.94009], [-2.80803, -5.38369, 2.09116], [-1.95879, -0.11379, 2.90413], [-0.28315, 0.12002, -4.76320], [-1.94235, -4.32610, 6.27187], [3.26728, 0.02624, 0.58090], [2.89383, -0.05773, -2.06752], [1.52656, -0.99699, 2.80444], [-3.10156, -0.61238, 3.54134], [-2.71861, -5.35294, 5.07337], [1.61208, 1.40637, 0.46689], [0.97882, -0.77691, 3.73202], [3.29744, 4.06177, -3.78570], [0.89513, 4.39664, -3.51237], [-1.40056, 2.99444, -5.07295], [3.17301, 4.31391, -0.15096], [1.08180, 3.49572, -5.05319], [-3.57214, -1.90837, 3.62920], [0.43803, -0.39409, 1.24613], [-4.01431, -3.67387, 1.59666], [-1.65413, 1.07104, 2.97272]],
  "mulliken_charge": [0.430, -1.165, -1.291, 0.430, 0.430, -1.277, 0.523, 0.319, -1.503, 0.509, -0.609, 0.454, 0.604, -0.272, -0.271, -0.924, -1.180, 0.971, 0.352, 0.138, 0.409, -1.103, -0.842, 0.384, -1.331, 0.429, 1.305, 0.367, 1.672, 0.447, 0.541, 1.081, -0.477, 0.258, 0.481, 0.261, 1.795, 0.527, 0.470, 0.463, 0.567, 0.354, -1.146, 0.464, -1.686, -1.531, 1.288, 0.345, 0.501, -2.342, 0.312, -0.643, -0.868, -1.231, 0.318, 0.443, 0.406, 0.573, 0.471, -1.199, -0.019, 0.285, -1.137, 0.364, 0.688, 0.474, 0.481, 0.451, 0.663, -0.098, 0.809, 0.479, -0.639]
}



Number 1: molar mass 748.30 g mol⁻¹. Number 2: molar mass 651.63 g mol⁻¹.